# 1
The following is a quantum chemistry calculation of an isolated ion of composition C6H9ClN3O4S and charge +1 in a non-equilibrium geometry, from the OMol25 dataset.

Structure (XYZ):
```
24
Properties=species:S:1:pos:R:3:forces:R:3
O 2.5595 2.7024 -0.9550 0.530 0.810 -0.931
H 1.2170 -2.3788 1.8471 0.616 -0.657 1.219
H -2.3495 2.2019 -0.6054 0.514 0.369 0.511
O 2.8279 2.1508 1.0819 2.276 1.038 4.853
H 0.6984 -1.6589 -0.9230 -0.084 -1.016 0.406
H -2.0030 1.9550 1.2743 -0.107 -0.243 -1.733
C 1.6330 0.7953 -0.1343 2.164 -0.169 3.467
H 0.2941 -3.2653 -0.2317 -0.585 0.593 0.187
N 2.4320 1.9925 0.0031 -2.122 -1.577 -3.894
Cl -4.2305 1.6497 0.6086 0.118 -0.113 -0.023
C -1.2897 -0.5846 0.6203 -0.223 -0.787 1.575
S 1.9917 -0.2645 1.1776 -1.095 -0.700 -0.230
C -2.4474 1.5928 0.2930 -0.582 0.536 1.136
N 0.9122 -2.4491 -0.1424 1.964 -2.352 -4.512
N 0.8476 0.5951 -1.1973 -2.999 1.671 -4.794
C -0.6403 -1.4150 1.4510 0.332 1.858 -3.029
O 0.3972 -0.4498 -1.7060 0.587 -1.876 -0.182
C 0.7969 -1.7778 1.0949 0.126 2.371 1.876
H 1.8553 -2.9637 -0.4772 -1.878 2.038 1.587
H -0.1533 1.5891 -2.6092 0.272 -1.034 0.442
C -2.1154 0.1872 -0.0315 0.505 -1.042 -0.447
H -1.1134 -1.7003 2.3501 -0.239 -0.816 0.802
O 0.4368 1.7432 -1.8445 0.040 0.876 1.150
H -2.5571 -0.2472 -0.9446 -0.133 0.222 0.565
```
Positions in Å, forces in eV/Å.

LUMO energy (spin up / spin down): -3.75 / -6.88 eV
Net charge: +1
Kohn-Sham gap (spin up / spin down): 7.58 / 6.79 eV
ΔE to the lowest compared entry with this formula, charge and spin: 54.7 kJ/mol
⟨S²⟩: 2.009
Multiplicity: 3

# 2
The following is a quantum chemistry calculation of C21H34BrCoN5O2SSi as an isolated structure, from the OMol25 dataset.

Structure (XYZ):
```
66
Properties=species:S:1:pos:R:3:forces:R:3
H -4.4928 0.2504 -1.3662 0.010 -0.007 -0.042
H 0.1736 0.9232 -2.9078 -0.022 -0.167 0.061
H -0.0144 2.5347 1.7159 0.009 -0.130 -0.043
H -2.9365 0.1903 -2.1989 0.018 -0.060 -0.015
H -3.8442 2.4390 -0.3813 -0.042 0.065 -0.027
C -3.4314 2.1104 -1.3391 -0.026 -0.241 0.005
H -2.3076 2.8691 1.2859 0.004 0.021 0.036
O -0.5157 -0.6376 -1.5320 0.006 0.395 -0.353
H -1.2972 2.5367 -4.8465 -0.111 -0.013 -0.021
Co -0.7584 0.8604 -0.0998 0.056 -0.506 0.195
H 2.7848 -4.6248 -2.2921 -0.002 0.005 -0.012
H 1.6889 -3.4902 4.6610 0.003 0.012 -0.012
C 2.1036 -0.5387 -0.0430 0.130 0.013 0.020
N 0.1097 1.6067 -3.6506 -0.150 0.183 0.120
H 2.5720 -4.5390 -4.7590 -0.005 0.006 0.001
H 1.2102 0.3958 6.5268 0.065 -0.052 -0.040
H 0.7255 2.3882 -3.4553 0.005 -0.088 0.000
C -1.5708 3.5236 0.8144 -0.053 0.028 -0.184
C 0.8705 -0.2343 1.9124 0.049 -0.133 -0.174
H 1.2695 1.3794 5.0592 0.014 0.000 -0.019
C 1.1688 -2.6656 5.1526 0.052 0.227 -0.051
C 1.0640 -3.3967 -1.9533 -0.028 -0.004 -0.012
C -1.2582 2.0534 -3.8658 0.056 0.008 0.198
C -0.8917 -1.8543 -1.6327 0.209 -0.101 0.110
H 4.1453 0.0003 4.6267 -0.018 0.012 -0.011
H -2.8964 4.4552 -0.6062 0.006 0.029 -0.038
Br -1.5559 -1.7671 -4.7253 0.020 0.048 0.015
H 1.1501 -3.4239 -0.8740 0.014 0.010 0.003
C 0.9663 0.4105 5.4604 0.048 -0.148 -0.131
C 2.9053 -1.4625 1.9889 -0.035 0.060 0.145
H 0.1053 -2.7523 4.9236 0.000 0.012 -0.024
H 3.8514 -1.7686 0.0666 -0.004 0.023 -0.011
C 0.0215 -2.6757 -2.5250 -0.159 0.188 -0.001
C -1.8148 3.0924 -2.8801 0.153 -0.107 -0.216
Si 1.8506 -1.0028 4.5863 0.108 -0.063 0.142
H -0.1132 0.3344 5.3534 -0.034 -0.001 -0.023
C 1.9787 -4.0662 -2.7507 -0.003 -0.020 0.066
H 0.7028 -3.2914 -5.7922 -0.016 -0.002 0.002
C 1.8456 -0.9039 2.6911 -0.019 0.178 0.035
C 1.8582 -4.0211 -4.1314 0.027 -0.024 -0.059
N 1.0593 -0.0046 0.5923 0.042 -0.007 0.086
H -3.3229 0.2536 0.6978 0.048 0.043 0.055
H -4.0930 2.4863 -2.1286 0.011 0.055 0.028
H 3.6586 -2.0299 2.5264 0.012 0.040 -0.032
C 0.8139 -3.3224 -4.7173 0.004 -0.025 0.010
H -1.5097 4.4441 1.4022 -0.042 -0.013 0.013
C 3.0348 -1.3138 0.6098 0.052 0.006 -0.077
C -3.4534 0.5909 -1.3280 -0.045 0.114 0.005
H -1.0787 3.8987 -2.8615 -0.006 0.019 0.052
H -2.7343 3.5163 -3.3095 0.018 0.038 -0.007
H 4.2435 -1.7601 4.7202 0.022 0.022 0.028
C -1.9660 3.8736 -0.6114 0.050 -0.010 0.153
N -0.2988 2.7963 0.7740 -0.016 0.058 -0.061
H 0.4231 3.3813 0.3642 0.021 -0.055 -0.028
C -0.0938 -2.6616 -3.9063 -0.018 -0.066 0.020
H -1.8987 1.1753 -3.9263 -0.022 -0.070 0.010
H -1.1871 4.5246 -1.0117 -0.005 -0.002 -0.027
H 2.1714 -0.3439 -1.1068 -0.057 -0.037 -0.001
N -2.0793 2.6876 -1.4811 0.002 0.052 0.026
H 1.2945 -2.7839 6.2315 -0.006 0.006 0.001
H 3.7937 -0.8278 6.1454 -0.022 -0.018 -0.001
C 3.6811 -0.8876 5.0605 -0.212 -0.120 -0.034
N -2.7601 0.1066 -0.1326 -0.029 0.124 -0.074
H -2.5951 -0.9055 -0.2321 0.099 0.032 0.058
O -1.8370 -2.3867 -1.0510 0.034 0.044 -0.088
S -0.6891 0.2554 2.4628 -0.269 0.116 0.254
```
Positions in Å, forces in eV/Å.

LUMO energy (spin up / spin down): 0.36 / 0.35 eV
Kohn-Sham gap (spin up / spin down): 7.84 / 7.80 eV
ΔE to the lowest compared entry with this formula, charge and spin: 0.0 kJ/mol
⟨S²⟩: 3.758
Multiplicity: 4

# 3
The following is a quantum chemistry calculation of a single C19H16FN5O4S2 molecule in a non-equilibrium geometry, from the OMol25 dataset.

Structure (XYZ):
```
47
Properties=species:S:1:pos:R:3:forces:R:3
H -1.3728 0.4506 -1.4496 -0.027 0.038 -0.014
H -1.1169 2.2055 -1.7030 0.008 -0.013 0.040
H 1.0831 -1.2920 -0.7346 0.144 0.143 0.240
H -0.4378 -2.7602 -0.0072 -0.067 -0.010 -0.120
H 2.0691 4.4339 -4.5149 -0.003 0.099 -0.020
C -0.9655 -3.0079 2.0475 0.166 -0.150 -0.095
H 2.1841 0.8927 -6.8933 0.018 -0.026 -0.104
H -1.6174 0.1966 4.4749 0.069 0.071 0.115
H 2.5593 1.7076 -1.1773 -0.070 -0.237 0.074
C 1.8675 2.5877 -3.4327 0.015 -0.252 -0.061
C -0.7019 -2.6027 3.3461 -0.247 -0.103 0.605
F 2.3298 3.4748 -6.8946 -0.016 -0.067 0.090
C 1.1487 -1.2816 2.6005 0.150 -0.137 -0.044
N 1.3565 -0.9169 0.1836 0.056 0.032 -1.038
H -0.6237 1.8150 2.7725 0.098 0.054 0.045
C -2.7472 -0.8109 2.9359 0.390 1.256 -0.550
H 1.9748 -0.6279 2.8192 -0.035 -0.046 -0.008
O -1.6088 -2.0747 5.7542 0.214 0.267 -0.126
N -3.1347 -0.8443 1.6750 -0.397 -0.876 0.942
C 1.9163 0.5896 -4.7812 -0.013 0.072 0.210
O -2.5569 -4.0628 4.6493 -0.058 -0.119 -0.278
N -3.2059 -1.8115 3.7743 0.163 -0.812 0.815
C 2.0352 3.3574 -4.5676 0.050 0.068 -0.250
C -0.2102 -2.4958 1.0147 0.052 0.042 0.131
C 1.9105 0.3068 0.1122 -0.001 0.049 0.371
H 1.8539 -0.4860 -4.8404 -0.014 -0.083 -0.018
C -1.3247 1.0388 2.5120 -0.217 -0.158 -0.258
C -1.6197 1.4546 -1.0963 -0.160 -0.050 -0.345
C -1.7267 0.8749 1.1675 -0.182 -0.305 0.528
C 2.0961 1.3480 -5.9201 0.016 0.190 -0.065
C -1.8538 0.1680 3.4239 -0.288 0.183 -0.508
C 1.6141 0.3152 -2.3557 -0.016 -0.050 -0.032
N 2.0942 0.8081 -1.1726 -0.002 0.038 -0.198
H -3.8902 -2.4059 3.3250 -0.014 -0.180 -0.053
S -2.0062 -2.7478 4.5591 -0.259 0.041 -0.435
H -1.7864 -3.6803 1.8557 -0.147 -0.020 -0.131
H -2.7018 1.5828 -1.1497 0.068 0.000 -0.074
C 2.1573 2.7260 -5.7947 -0.041 -0.073 0.200
O 1.0699 -0.7741 -2.4474 -0.017 -0.100 -0.129
H 0.5737 -1.5233 4.6560 0.047 0.129 0.100
N -2.6340 -0.0080 0.8044 0.416 0.859 -0.741
C 0.7951 -1.5579 1.2799 -0.158 -0.137 0.780
H 1.7405 3.0852 -2.4823 -0.001 0.056 0.097
C 1.8175 1.1975 -3.5297 -0.044 0.094 -0.289
C 0.3764 -1.7874 3.6297 0.040 -0.246 0.011
S 2.3785 1.2921 1.3427 0.186 0.336 0.272
O -1.1590 1.6504 0.2293 0.126 0.137 0.314
```
Positions in Å, forces in eV/Å.

LUMO energy: -0.58 eV
Kohn-Sham gap: 8.36 eV
ΔE to the lowest compared entry with this formula, charge and spin: 90.5 kJ/mol
SMILES: COc1ccc(NS(=O)(=O)c2ccc(NC(=S)NC(=O)c3ccc(F)cc3)cc2)nn1

# 4
The following is a quantum chemistry calculation of an isolated ion of composition C4H11N2O and charge +1 in a non-equilibrium geometry, from the OMol25 dataset.

Structure (XYZ):
```
18
Properties=species:S:1:pos:R:3:forces:R:3
H 0.8247 -1.4738 -1.0600 0.026 -0.090 0.108
C 1.1123 -0.5344 -0.5828 0.759 1.165 -0.905
H 0.4048 -1.5718 1.8249 0.161 0.059 0.061
C 0.0405 0.0087 0.3455 0.255 -1.801 1.455
H 2.0738 -0.6753 -0.0800 -0.246 -0.412 0.404
H -1.0400 1.4006 -0.7987 0.278 -0.514 -0.508
O 1.0938 1.6352 -1.5268 -0.264 0.094 -0.048
C -0.4372 -1.1570 1.2788 -0.640 0.452 -1.431
H -1.9767 0.4641 0.1824 0.268 -0.149 0.408
C 1.5109 0.5066 -1.6296 -0.372 0.710 0.184
H -1.3382 -0.2718 -1.1194 -0.148 0.101 -0.908
H 0.3290 0.7697 1.0596 0.270 0.686 -0.621
H 2.2071 0.3149 -2.4549 0.124 -0.667 0.122
N -1.5406 -0.6772 2.0961 0.122 -0.340 -1.344
N -1.1497 0.4437 -0.4360 -0.394 0.714 1.084
H -2.2856 -1.3620 2.1880 0.368 0.223 0.514
H -0.7793 -1.9136 0.5665 -0.147 -0.375 0.378
H -1.1507 -0.3520 2.9494 -0.422 0.143 1.050
```
Positions in Å, forces in eV/Å.

LUMO energy: -3.21 eV
Net charge: +1
Kohn-Sham gap: 11.01 eV
ΔE to the lowest compared entry with this formula, charge and spin: 149.8 kJ/mol
SMILES: NC[C@H]([NH3+])CC=O